{
  "formula": "C3H22N2O6",
  "method": "the ωB97M-V functional and the def2-TZVPD basis",
  "homo_lumo_gap_ev": 9.18,
  "multiplicity": 1,
  "charge": 0,
  "smiles": "CNCCN.O.O.O.O.O.O",
  "symbols": ["C", "N", "C", "C", "N", "H", "H", "H", "H", "H", "H", "H", "H", "H", "H", "O", "H", "H", "O", "H", "H", "O", "H", "H", "O", "H", "H", "O", "H", "H", "O", "H", "H"],
  "xyz": [[-1.831, 0.446, -1.501], [-0.644, -0.261, -0.990], [-0.714, -1.720, -1.069], [-1.878, -2.252, -0.177], [-1.543, -2.282, 1.235], [-2.710, -0.175, -1.584], [-1.978, 1.235, -0.758], [-1.549, 1.137, -2.301], [0.205, 0.008, -1.486], [0.217, -2.139, -0.701], [-1.060, -2.121, -2.032], [-2.277, -3.183, -0.594], [-2.648, -1.491, -0.235], [-0.597, -2.526, 1.476], [-2.263, -2.527, 1.886], [1.809, -1.064, 0.751], [1.573, -0.319, 0.196], [1.284, -1.080, 1.554], [1.507, 0.472, -2.621], [1.806, 0.062, -3.437], [2.179, 1.154, -2.403], [2.713, 1.949, 1.427], [3.197, 1.848, 2.256], [1.901, 1.464, 1.661], [0.294, 1.342, 2.858], [-0.670, 1.107, 2.760], [0.155, 2.284, 2.673], [3.201, 2.142, -1.387], [2.384, 2.403, -0.945], [3.710, 1.999, -0.573], [-1.978, 1.016, 1.603], [-1.420, 0.937, 0.819], [-2.374, 0.134, 1.638]],
  "forces_ev_per_angstrom": [[1.83, 1.79, 1.02], [0.17, -0.90, -0.05], [-1.98, -0.30, 1.04], [0.53, 0.68, 0.45], [0.40, 0.61, -0.17], [-0.11, 0.13, -0.54], [-1.13, -0.18, 0.03], [-0.38, -0.92, -0.97], [-0.52, 0.17, -0.13], [0.18, -0.13, -0.44], [0.83, 0.26, -0.49], [0.15, -0.13, 0.14], [-0.55, -0.20, -0.37], [-0.24, -0.36, 0.07], [0.07, -0.39, 0.09], [0.76, -0.75, 0.02], [-0.43, 0.13, 0.26], [-0.26, 0.57, -0.16], [0.35, 0.35, -0.37], [-0.05, -0.02, 0.05], [0.01, -0.56, -0.01], [-0.20, -0.20, 0.43], [0.26, 0.18, -0.18], [-0.05, 0.08, -0.18], [-1.03, 0.53, -0.01], [0.89, -0.51, -0.14], [0.65, 0.08, 0.19], [-0.09, 0.36, 0.66], [-0.20, 0.31, -0.20], [0.27, -0.30, -0.29], [-0.56, -0.15, 0.11], [0.33, -0.23, 0.02], [0.10, -0.03, 0.11]]
}